{"formula": "CH7PSi", "method": "ωB97M-V/def2-TZVPD", "orbital_gap_ha": 0.316, "e_above_lowest_ev": 3.153, "smiles": "C=[SiH2].P", "fmax_ev_per_a": 5.77, "lumo_ev": 0.241, "e_homo_ev": -8.35, "symbols": ["C", "Si", "H", "H", "H", "H", "P", "H", "H", "H"], "coordinates": [[1.11286, 0.83945, -1.91298], [1.40361, -0.88068, -1.61373], [1.69153, 1.52869, -2.47556], [0.17052, 1.29795, -1.48134], [0.27200, -1.41752, -0.72396], [2.24304, -1.46234, -2.48627], [-1.08933, 0.05833, 2.49800], [-1.61097, -0.84344, 3.47729], [-1.85727, 1.20469, 3.05033], [-2.33600, -0.32513, 1.66822]], "forces_ev_per_a": [[-1.524, -1.696, 1.212], [-3.491, 4.181, 1.908], [0.538, 0.311, -0.516], [1.366, -0.534, -0.242], [1.060, -0.281, -0.761], [2.042, -1.977, -1.586], [-2.836, 0.116, -0.471], [0.335, 0.269, 0.048], [0.755, -0.958, -0.353], [1.753, 0.569, 0.762]]}